# 1
This record from the OMol25 dataset describes a molecular structure, C11H19HoN3O6P at a distorted geometry. The level of theory is ωB97M-V/def2-TZVPD.

## Properties
strongest force on any atom	7.14	eV/A
charge	+2
molecular weight	485.2	g/mol
total energy	-63539.9253	eV
2S+1	5

Cartesian coordinates (Å):
O (-1.4769, -4.6233, 1.1050)
C (-1.4983, -3.5369, 0.6399)
Ho (-0.2525, -0.1871, 0.5978)
O (1.5799, -3.0417, 1.8777)
C (0.8435, -2.2264, 1.4912)
C (1.6803, 1.0460, 0.0181)
O (2.5597, 1.7816, -0.1225)
C (-0.7989, 0.7906, -1.5684)
O (-1.1154, 1.3829, -2.5390)
C (0.7497, -1.0693, -1.5693)
O (1.2920, -1.3538, -2.5455)
H (-1.2406, -0.9854, -0.9801)
C (0.2454, 4.7226, 1.3527)
N (-0.1701, 3.5722, 2.1897)
C (0.8120, 3.0127, 3.1482)
P (-1.6114, 2.7500, 2.0758)
O (-1.2156, 1.2797, 1.9021)
N (-2.4111, 3.0108, 3.5176)
C (-3.4769, 2.1021, 3.9709)
C (-2.4077, 4.3096, 4.1685)
N (-2.4876, 3.1291, 0.6845)
C (-3.5055, 2.1309, 0.3334)
C (-2.9424, 4.5197, 0.5093)
H (1.3675, 4.7587, 1.3342)
H (-0.1436, 5.6975, 1.7510)
H (-0.0808, 4.5432, 0.3093)
H (0.6439, 3.4010, 4.1685)
H (0.7290, 1.9178, 3.1201)
H (1.8246, 3.2784, 2.7914)
H (-3.2411, 1.0705, 3.6933)
H (-3.5355, 2.1173, 5.0803)
H (-4.4791, 2.3563, 3.5663)
H (-1.4080, 4.6983, 4.2076)
H (-3.0267, 5.0578, 3.6836)
H (-2.7409, 4.2161, 5.2067)
H (-3.0403, 1.1489, 0.3605)
H (-4.3501, 2.1650, 1.0241)
H (-3.8698, 2.3006, -0.6854)
H (-3.7501, 4.7694, 1.2101)
H (-2.1080, 5.2117, 0.6618)
H (-3.3077, 4.6504, -0.5256)

Forces on the atoms, in the same order (eV/Å):
-0.2210 6.0802 -2.7369
0.1008 -6.1218 2.7999
-2.5103 0.0435 -0.6966
-3.8992 4.0256 -1.9869
4.7378 -4.7229 2.4854
4.8226 4.0853 -0.2155
-3.5880 -3.0825 0.3240
-1.3784 4.0070 -4.4527
1.3450 -3.3683 4.6938
2.6767 -1.1353 -3.0067
-2.1214 0.7644 3.0621
-0.4135 0.0703 0.4167
0.3558 0.1266 -0.0128
-0.4805 0.0827 -0.6731
-0.1122 0.3204 -0.2332
0.2498 1.4755 0.5460
-0.0934 -1.5340 -0.3729
0.1938 -1.1163 -0.8191
-0.4197 -0.2899 0.2203
0.0766 0.4408 0.3067
1.0210 0.1208 0.5743
0.0407 0.0989 -0.1482
-0.1229 0.1796 -0.0933
-1.0751 0.0391 0.1155
0.4036 -0.8321 -0.4681
0.0889 0.3662 0.5455
0.2548 -0.3210 -0.3819
0.0795 0.2915 0.4098
-0.5115 -0.0191 0.3305
-0.0298 0.1609 -0.0793
0.0999 0.1288 -0.7132
0.5415 -0.0131 0.2286
0.5670 0.2354 -0.0312
-0.2906 0.0178 -0.1268
-0.0143 -0.1904 -0.2440
-0.2847 -0.1780 0.0001
-0.1189 -0.1407 -0.0741
0.1237 0.1282 0.2035
0.0516 0.0104 -0.1815
-0.3206 -0.1298 -0.0319
0.1752 -0.1050 0.5173

=====

# 2
This record from the OMol25 dataset describes a molecular structure, C11H19I2NO3Rh. The level of theory is ωB97M-V/def2-TZVPD.

## Properties
strongest force on any atom	0.65	eV/A
charge	+3
molecular weight	570.0	g/mol
total energy	-38526.7971	eV

Cartesian coordinates (Å):
Rh (-0.4186, -0.2505, -0.0122)
C (-1.1924, -0.3662, 3.0318)
O (-0.1456, -0.2070, 2.0165)
C (1.0343, -1.0210, 2.3397)
C (2.0669, -0.7766, 1.2799)
O (1.4052, -1.1392, 0.0205)
C (2.0940, -0.8432, -1.2420)
C (1.0751, -1.1129, -2.3091)
O (-0.0990, -0.2744, -2.0339)
C (-1.1183, -0.4279, -3.0776)
H (-0.7600, -0.0858, 3.9897)
H (-1.5342, -1.4001, 3.0464)
H (-1.9941, 0.3164, 2.7727)
H (0.7288, -2.0693, 2.3646)
H (1.3956, -0.7228, 3.3240)
H (2.9450, -1.4093, 1.4097)
H (2.3664, 0.2733, 1.2290)
H (2.9601, -1.4993, -1.3288)
H (2.4144, 0.2015, -1.2307)
H (0.7577, -2.1579, -2.3047)
H (1.4563, -0.8518, -3.2965)
H (-0.6636, -0.1314, -4.0202)
H (-1.9321, 0.2448, -2.8310)
H (-1.4516, -1.4641, -3.1134)
C (-2.9229, -4.2876, 0.0142)
C (-1.5349, -4.3042, 0.0527)
C (-0.8429, -3.1112, 0.0420)
N (-1.4878, -1.9280, 0.0011)
C (-2.8349, -1.9011, -0.0338)
C (-3.5767, -3.0634, -0.0310)
H (-3.4857, -5.2126, 0.0190)
H (-0.9804, -5.2322, 0.0904)
H (0.2353, -3.0875, 0.0616)
H (-3.3287, -0.9437, -0.0604)
H (-4.6559, -2.9959, -0.0634)
I (-2.4341, 1.6230, -0.0604)
I (-0.8370, 3.7362, 0.0592)

Forces on the atoms, in the same order (eV/Å):
-0.4076 0.5125 -0.0124
-0.0321 0.0588 -0.0409
0.1171 -0.0621 -0.0582
-0.1109 -0.0619 0.0387
0.0129 0.1976 -0.1213
-0.0097 -0.3305 0.0121
0.0119 0.2038 0.1136
-0.1043 -0.0568 -0.0436
0.1042 -0.0348 0.0626
-0.0287 0.0437 0.0396
-0.0087 -0.0004 0.0068
0.0033 -0.0033 0.0025
-0.0035 -0.0016 0.0087
0.0087 -0.0025 0.0669
0.0217 0.0360 -0.0180
-0.0197 -0.0268 0.0234
0.0399 -0.0120 0.0053
-0.0157 -0.0205 -0.0244
0.0326 -0.0101 -0.0022
0.0041 -0.0032 -0.0613
0.0241 0.0288 0.0160
-0.0069 -0.0058 -0.0077
-0.0015 0.0038 -0.0107
0.0009 -0.0024 -0.0004
0.0073 -0.0140 0.0003
-0.0134 -0.0032 0.0031
-0.0088 -0.0147 -0.0087
0.1188 0.1079 -0.0084
-0.0066 -0.0782 0.0097
0.0076 0.0155 -0.0014
-0.0012 -0.0001 0.0011
0.0009 -0.0009 -0.0086
0.0001 -0.0104 0.0143
-0.0068 0.0091 -0.0122
-0.0003 -0.0040 0.0071
0.1563 -0.3319 0.0093
0.1138 -0.1254 -0.0010

=====

# 3
This record from the OMol25 dataset describes a gas-phase ion, C11H19N2 (charge +1) at a distorted geometry. The level of theory is ωB97M-V/def2-TZVPD.

## Properties
strongest force on any atom	10.16	eV/A
charge	+1
molecular weight	179.3	g/mol
total energy	-14683.0900	eV
structure (SMILES)	CCC1(/C=C2/N=CC[N+]2(C)C)CC1

Cartesian coordinates (Å):
C (2.6615, 2.2222, -0.6998)
C (2.3412, 0.6707, -0.8701)
C (1.5906, -0.0333, 0.3357)
C (0.5040, 0.7268, 0.7878)
C (-1.0930, 0.6868, 0.5771)
N (-1.8738, 1.6687, 0.8255)
C (-3.0537, 1.4721, 0.3679)
C (-3.1477, 0.0623, -0.2986)
N (-1.7849, -0.4839, -0.1696)
C (-1.2662, -0.9218, -1.4703)
C (-1.7328, -1.6910, 0.7306)
C (1.6691, -1.5433, 0.4287)
C (2.3564, -0.5972, 1.5123)
H (3.4433, 2.6728, -1.3187)
H (2.9282, 2.4482, 0.3075)
H (1.6953, 2.6700, -1.1180)
H (3.2319, 0.1199, -0.8272)
H (1.8382, 0.5429, -1.8044)
H (0.8267, 1.7533, 1.1399)
H (-3.9154, 1.8972, 0.9291)
H (-3.9215, -0.5201, 0.1339)
H (-3.3566, 0.3256, -1.3034)
H (-1.8141, -1.8798, -1.5907)
H (-1.4699, -0.1075, -2.2731)
H (-0.0879, -1.1621, -1.4431)
H (-1.8043, -2.6601, 0.2276)
H (-0.7067, -1.5409, 1.1325)
H (-2.5722, -1.6445, 1.4916)
H (2.4323, -1.8503, -0.2199)
H (0.9086, -2.2609, 0.5805)
H (1.7722, -0.5016, 2.4095)
H (3.4010, -0.5410, 1.4892)

Forces on the atoms, in the same order (eV/Å):
-2.2531 -0.9870 -1.6603
0.4265 1.2844 1.8390
0.7246 -0.9949 -1.2113
-7.9808 3.1799 -0.4349
9.8640 -2.2505 -0.9796
-1.5564 2.1737 0.7719
-1.2087 -1.7619 1.9820
-0.2939 2.6474 0.1913
-0.4459 0.0849 1.3884
2.3076 0.1605 -1.8431
0.1993 0.4039 1.6742
1.6724 2.5088 1.0040
-2.3967 -1.2173 -1.6470
0.0579 -0.8242 -0.1810
-0.3207 0.4247 0.8226
1.2741 0.1951 1.3240
1.5546 -0.7669 -0.6586
-0.4075 -0.4273 -0.4883
-0.9484 -1.2414 -0.0752
0.5116 0.3146 -1.3111
-0.4972 -0.7711 0.2831
-0.3094 -0.5611 -1.2711
0.4616 0.8078 -0.9788
0.3511 -1.6484 1.3640
-2.8500 0.6836 0.1806
-0.0642 0.4666 -0.3060
-1.1787 -0.8238 0.4817
1.3789 0.1826 -0.6715
0.7706 -0.9016 -0.9636
-0.6164 -0.2823 0.5119
0.4825 -0.0352 0.5419
1.2905 -0.0238 0.3210

=====

# 4
This record from the OMol25 dataset describes a gas-phase ion, C11H19N2OS (charge +1) at a distorted geometry. The level of theory is ωB97M-V/def2-TZVPD.

## Properties
strongest force on any atom	4.28	eV/A
charge	+1
molecular weight	227.4	g/mol
total energy	-27569.3489	eV
structure (SMILES)	C[C@H]1C=N[C@]([C@@H](C)O)([N@@H+]2CC=CCC2)S1

Cartesian coordinates (Å):
C (3.8702, 1.1337, -0.5736)
C (2.5025, 0.5426, -0.9265)
C (2.2632, -0.7657, -0.3468)
N (1.1939, -0.9749, 0.2832)
C (0.2965, 0.0203, 0.3904)
C (0.0852, 0.2442, 1.9693)
C (1.3484, 0.7746, 2.6397)
O (-0.9859, 1.0912, 2.0641)
N (-1.1130, -0.2158, -0.1023)
C (-1.3375, -1.7849, -0.2408)
C (-2.6609, -2.0624, -0.7973)
C (-3.5564, -1.1683, -1.2258)
C (-3.1139, 0.2851, -1.4283)
C (-1.5995, 0.3600, -1.3991)
S (1.0538, 1.5516, -0.4323)
H (3.7399, 1.5512, 0.4158)
H (4.2046, 2.0480, -1.1937)
H (4.7799, 0.4780, -0.7607)
H (2.3386, 0.4788, -1.9802)
H (3.1303, -1.5529, -0.2536)
H (-0.2625, -0.8275, 2.3924)
H (1.3748, 1.7791, 2.3768)
H (2.2047, 0.1847, 2.3766)
H (1.2705, 0.6550, 3.6992)
H (-0.7015, 2.0925, 1.8696)
H (-1.6385, 0.3108, 0.5891)
H (-1.0968, -2.3219, 0.7035)
H (-0.6112, -2.1651, -0.9652)
H (-2.9304, -3.1404, -0.9418)
H (-4.6403, -1.2716, -1.4599)
H (-3.6240, 0.5753, -2.3685)
H (-3.5116, 0.9008, -0.7172)
H (-1.0941, -0.1678, -2.2378)
H (-1.1791, 1.3617, -1.4183)

Forces on the atoms, in the same order (eV/Å):
1.3040 1.5398 -1.3838
0.4579 1.4957 -0.9308
1.6958 -2.0573 1.5472
0.9191 -3.3693 -0.8594
-0.5270 3.1536 1.3859
0.5237 -2.5517 -0.5474
-1.3519 -2.1366 0.1628
-0.7135 4.2124 0.1695
0.5469 -2.8998 -1.5487
0.6848 0.7811 0.3632
-2.6600 -1.3879 -0.6956
0.1350 1.3214 0.3292
0.4041 -2.4316 -1.6441
1.0324 0.5243 -1.1127
0.0165 -0.3899 0.4858
0.7317 -0.3430 0.5587
-1.1844 -1.2728 0.6064
-1.4589 0.2318 0.7999
0.4477 -0.2866 -1.0080
-1.7986 1.4537 -0.5907
0.7735 2.4189 -0.8469
0.7877 1.8756 -0.3631
0.5631 0.0544 -0.5051
-0.2899 0.1782 0.7495
-0.7057 -3.1622 0.7743
-0.7216 -0.4960 0.9467
-0.4581 0.7230 -0.4411
0.3873 0.5152 0.2006
0.3632 0.9275 0.7190
1.1854 -0.8918 -0.0049
0.9990 0.1853 0.1915
-1.1470 1.7879 2.0989
-0.4895 0.1001 0.5710
-0.4528 0.1966 -0.1775

=====

# 5
This record from the OMol25 dataset describes C11H19NO2 in the gas phase at a distorted geometry. The level of theory is ωB97M-V/def2-TZVPD.

## Properties
strongest force on any atom	1.83	eV/A
molecular weight	197.3	g/mol
total energy	-17297.6613	eV
structure (SMILES)	C=CCO/N=C(/C)C1(O)CCCCC1

Cartesian coordinates (Å):
C (1.5358, -4.1896, -0.5738)
C (0.9707, -4.2693, 0.6562)
C (-0.0495, -3.3377, 1.2563)
O (-0.1396, -2.1533, 0.4867)
N (-1.1266, -1.3321, 1.1292)
C (-1.1736, -0.0434, 0.9545)
C (-2.2529, 0.7058, 1.6846)
C (-0.1801, 0.7599, 0.1742)
O (1.1135, 0.1611, 0.3782)
C (-0.6218, 0.7152, -1.3151)
C (-0.2005, 1.9530, -2.1598)
C (1.1404, 2.4903, -1.6763)
C (1.0479, 2.9785, -0.2124)
C (-0.0407, 2.2395, 0.6177)
H (2.2921, -4.9170, -0.8939)
H (1.3048, -3.3486, -1.2186)
H (1.2837, -5.1366, 1.2607)
H (-1.0382, -3.8225, 1.3307)
H (0.2175, -3.0953, 2.2958)
H (-2.9251, -0.0065, 2.1747)
H (-1.8415, 1.3763, 2.4333)
H (-2.8454, 1.3056, 1.0181)
H (0.9809, -0.8208, 0.4811)
H (-1.7067, 0.6144, -1.3578)
H (-0.1656, -0.1850, -1.7438)
H (-0.9454, 2.7435, -2.1417)
H (-0.0997, 1.6805, -3.2369)
H (1.4807, 3.2976, -2.3509)
H (1.8786, 1.7132, -1.7313)
H (0.7773, 4.0187, -0.1865)
H (2.0417, 2.9182, 0.3088)
H (-0.9777, 2.7676, 0.5044)
H (0.2649, 2.2190, 1.6537)

Forces on the atoms, in the same order (eV/Å):
-0.4798 0.2296 1.5351
0.8487 -0.5560 -1.3729
0.0872 -0.6254 0.3807
-0.3469 1.4904 0.0436
-1.2097 0.7959 0.4129
0.8200 -1.5927 0.3823
-0.3034 -1.1232 0.4003
0.8319 0.2311 -0.6584
-0.2640 -0.4123 -0.0680
0.2755 0.3758 -0.4788
0.4701 -0.6703 -0.4045
-0.1727 0.7708 0.1826
0.5712 -0.5289 0.4348
0.8388 -0.8557 -0.5742
-0.4700 0.3347 0.1344
0.0531 -0.1597 -0.1056
-0.4138 0.5664 -0.0109
0.2274 0.1438 -0.2484
0.1354 0.0425 -0.2334
0.1678 0.1371 -0.0469
0.1964 0.0013 0.0534
-0.2063 0.3000 -0.5011
0.2304 1.1701 -0.3384
-0.0766 -0.1494 -0.0728
-0.2228 0.0667 0.0681
-0.2435 0.1060 0.2329
-0.1908 -0.0308 0.7289
-0.1040 -0.2200 0.4015
0.3725 -0.5273 -0.0765
-0.0871 0.6205 -0.0948
-0.8875 -0.1483 -0.5807
-0.3391 -0.0160 0.0664
-0.1086 0.2331 0.4087

=====

# 6
This record from the OMol25 dataset describes 2 unconnected molecules or ions with the total composition C11H19NO3 at a distorted geometry. The level of theory is ωB97M-V/def2-TZVPD.

## Properties
strongest force on any atom	2.89	eV/A
molecular weight	213.3	g/mol
total energy	-19345.8456	eV

Cartesian coordinates (Å):
C (1.9642, 3.6334, -0.8271)
C (1.1271, 3.0729, 0.3008)
O (0.0889, 2.2229, -0.2562)
C (-0.8935, 1.9176, 0.6408)
C (-1.9807, 1.1655, -0.0453)
C (-2.8275, 0.2605, 0.7914)
O (-3.1329, 0.2355, 1.9873)
C (-3.3950, -0.8220, -0.1876)
C (-2.7777, -0.5372, -1.5633)
C (-1.5812, 0.4215, -1.3008)
O (-0.7918, 2.1670, 1.8143)
H (2.7167, 4.3330, -0.4367)
H (2.4923, 2.8238, -1.3494)
H (1.3548, 4.1866, -1.5551)
H (1.7410, 2.4591, 0.9797)
H (0.6455, 3.8869, 0.8608)
H (-3.1416, -1.8602, 0.1250)
H (-4.4953, -0.7130, -0.1713)
H (-2.4868, -1.4565, -2.0977)
H (-3.4649, 0.0159, -2.2172)
H (-1.4037, 1.2145, -2.0443)
H (-0.6697, -0.2219, -1.3034)
C (-2.8134, 4.4878, 1.6962)
N (-3.6063, 3.3554, 1.2745)
C (-4.7416, 2.9997, 2.0932)
C (-3.3489, 2.7378, 0.0943)
H (-3.2742, 4.8647, 2.6213)
H (-1.7761, 4.1742, 1.8534)
H (-2.8281, 5.2864, 0.9427)
H (-4.7984, 3.7391, 2.8943)
H (-5.6909, 3.0515, 1.5341)
H (-4.6195, 1.9773, 2.4761)
H (-4.2275, 2.2325, -0.2962)
H (-2.7475, 3.3354, -0.5850)

Forces on the atoms, in the same order (eV/Å):
0.1579 -0.0916 -0.3247
-0.0343 -0.0681 -0.0052
0.1708 0.8660 0.3139
0.2553 -1.4210 -0.3220
0.0343 0.2579 2.8814
-0.2579 -1.4820 0.6623
0.6704 0.6595 -1.8050
-0.0151 0.0380 0.0462
-0.1371 0.7066 -0.6207
-0.5548 0.1743 -0.8388
-0.2213 0.3421 0.0798
-0.1953 -0.2419 0.0101
-0.1413 0.2559 0.0460
0.0795 -0.2125 0.1974
-0.2855 0.3495 -0.0904
0.1914 -0.3368 0.0147
-0.1953 0.8396 0.2376
0.4291 -0.2530 -0.0320
-0.0424 0.4345 0.2258
-0.1639 -0.3348 0.1516
-0.1552 -0.7226 -0.4304
-0.2464 0.8879 0.8066
0.3596 0.2155 0.1352
0.4368 -0.4590 -0.7825
-0.4466 -0.6324 0.1113
0.1564 -0.0397 -0.3563
0.6055 0.0222 -0.3471
-0.2785 0.3073 0.2823
-0.0859 -0.0538 0.0505
-0.1307 -0.4436 0.0511
0.2745 0.0149 -0.0271
-0.1424 0.4697 0.1794
0.2436 -0.0493 -0.3055
-0.3353 0.0010 -0.1956